Entry 1:
Below is a 2-piece molecular cluster, C3H6O2 overall, with properties calculated with wB97M-V/def2-TZVPD.

Element x y z (Å)
C  -1.402633  0.592779  0.385819
O  -0.742586  -0.436478  0.769427
C  0.521572  -0.771850  0.550001
C  1.531028  0.162630  0.138448
O  2.701208  -0.142472  -0.024787
H  -0.915798  1.432470  -0.095989
H  -0.935942  -0.259819  -1.688264
H  -2.441014  0.600823  0.684350
H  -0.281526  -0.635806  -1.634091
H  0.765152  -1.758577  0.915910
H  1.200537  1.216295  -0.000829

Cartesian forces, eV/Å:
C -0.283 0.664 -0.129
O 0.110 -0.534 0.261
C 0.363 0.136 0.076
C -0.079 -0.053 0.047
O -0.176 0.050 0.024
H -0.099 -0.153 0.054
H 0.131 -0.085 -0.120
H 0.117 0.009 -0.012
H -0.133 0.059 -0.127
H -0.026 0.070 -0.065
H 0.074 -0.164 -0.008

HOMO-LUMO gap (alpha / beta)	7.74 / 8.23	eV
energy relative to the best compared isomer or geometry (same formula, charge and spin)	115.4	kcal per mole
net charge	0
LUMO energy (alpha / beta)	-0.0249 / -0.0116	Eh
HOMO (alpha / beta)	-8.414 / -8.551	eV

Entry 2:
Below is the molecule C12H21N3O2, with properties calculated with wB97M-V/def2-TZVPD.

Element x y z (Å)
C  -2.561235  -1.244926  -2.171354
C  -1.798460  -0.341429  -1.191306
N  -0.812671  0.540078  -1.768523
C  -1.317071  1.623004  -2.595901
C  -0.135227  2.011587  -3.477258
C  0.529398  0.661339  -3.733702
C  0.360554  -0.056134  -2.388761
C  1.589206  0.178549  -1.482369
N  1.386904  -0.394984  -0.180400
C  1.195586  0.316054  0.933136
O  1.358900  1.516459  1.072195
C  0.756435  -0.575442  2.103338
O  0.565071  -1.770080  1.956311
N  0.617192  0.138408  3.226000
C  0.207686  -0.352214  4.500068
C  0.796048  -1.629728  5.013698
C  1.198327  -0.325208  5.629307
H  -1.878057  -1.886600  -2.723382
H  -3.132998  -0.655767  -2.884143
H  -3.251459  -1.875850  -1.618275
H  -2.514649  0.290508  -0.657806
H  -1.295937  -0.967832  -0.448845
H  -1.654009  2.444285  -1.957152
H  -2.163934  1.307265  -3.224052
H  -0.445990  2.512127  -4.392220
H  0.541153  2.666557  -2.929591
H  1.572839  0.749372  -4.030035
H  -0.010836  0.122338  -4.513596
H  0.244094  -1.139649  -2.520263
H  1.738539  1.248616  -1.329445
H  2.480653  -0.258601  -1.944126
H  1.164978  -1.381695  -0.105232
H  0.816489  1.129122  3.119616
H  -0.831932  -0.138069  4.731000
H  0.153150  -2.293437  5.570013
H  1.505128  -2.138127  4.381091
H  0.839519  -0.081315  6.617176
H  2.186617  0.051420  5.414788

Cartesian forces, eV/Å:
C 0.194 0.281 0.159
C -0.154 -0.186 0.031
N 0.088 0.081 -0.154
C -0.136 0.175 0.004
C -0.125 -0.071 0.054
C -0.068 -0.072 0.148
C 0.510 0.043 0.215
C -0.090 0.035 -0.335
N -0.105 -0.424 -0.029
C 0.178 0.054 -0.145
O -0.038 0.090 -0.010
C -0.148 -0.066 0.128
O -0.043 -0.089 -0.018
N 0.218 0.396 0.089
C -0.193 -0.174 0.053
C 0.017 -0.020 -0.046
C 0.014 0.066 0.130
H 0.037 -0.102 -0.078
H -0.081 0.000 -0.096
H -0.102 -0.109 0.013
H 0.018 -0.098 0.098
H -0.114 0.044 0.058
H -0.069 0.022 -0.108
H 0.007 0.038 0.006
H 0.025 0.064 0.003
H 0.021 0.085 0.006
H 0.065 -0.046 -0.070
H 0.021 -0.018 -0.035
H -0.045 0.029 -0.030
H 0.052 -0.048 -0.121
H 0.011 0.083 0.018
H 0.039 0.144 0.136
H -0.018 -0.204 -0.056
H 0.096 -0.094 0.083
H -0.093 0.022 0.043
H 0.047 0.040 -0.086
H -0.097 0.011 0.045
H 0.058 0.018 -0.105

HOMO-LUMO gap	9.09	eV
energy relative to the best compared isomer or geometry (same formula, charge and spin)	36.5	kcal per mole
SMILES	CCN1CCC[C@H]1CNC(=O)C(=O)NC1CC1
net charge	0
LUMO energy	0.0342	Eh
HOMO	-8.158	eV

Entry 3:
Below is a 5-piece molecular cluster, C21H48BO15P2S overall at a distorted geometry, with properties calculated with wB97M-V/def2-TZVPD.

Element x y z (Å)
C  0.562498  6.233089  0.543310
C  1.360747  5.383502  0.157665
C  2.197868  4.109283  -0.282501
C  1.390966  3.425290  -1.466707
O  1.059394  2.032147  -1.342776
P  0.639817  1.306809  -2.897121
C  -1.142792  1.854045  -2.553675
C  -2.243778  0.695361  -2.477622
C  -3.108615  0.770635  -1.122319
C  -4.595698  0.201192  -1.323438
O  -5.548503  0.949531  -0.520239
C  -5.150174  1.022213  0.825627
C  -4.531379  2.364465  1.434448
O  -5.284422  0.094929  1.615697
C  0.318533  0.407647  -4.557100
C  -0.793265  1.036728  -5.473030
O  -1.666418  0.279401  -5.930895
O  -0.869659  2.369479  -5.867778
O  0.606836  -0.178706  -1.938770
B  1.839007  -0.850958  -2.032800
O  3.022801  -0.538718  -1.294087
O  1.908259  -2.003306  -2.922463
O  1.158757  2.744064  -3.767076
C  1.733593  3.782329  -2.998179
P  3.511529  4.096324  -3.511700
O  3.486230  4.272678  -5.203832
O  4.534098  2.785293  -3.189914
S  4.238675  5.781043  -2.826808
H  -0.390251  6.816961  0.652828
H  2.282946  3.477970  0.652453
H  3.243243  4.441148  -0.549443
H  0.355957  3.911198  -1.354393
H  2.030551  0.897312  -3.133743
H  -1.519582  2.631128  -3.300941
H  -1.159178  2.374671  -1.538319
H  -3.002976  0.920930  -3.304903
H  -1.872259  -0.346663  -2.683344
H  -2.622085  0.228266  -0.261195
H  -3.243918  1.886402  -0.922812
H  -4.879730  0.351907  -2.405744
H  -4.629546  -0.923232  -1.135951
H  -4.715848  3.213785  0.702942
H  -3.425254  2.227504  1.640249
H  -4.999680  2.603506  2.443304
H  1.310850  0.372715  -5.111051
H  0.002857  -0.666258  -4.354521
H  -1.643059  2.475514  -6.462329
H  3.068794  -1.166024  -0.545062
H  1.656473  -2.801781  -2.409693
H  1.255373  4.808185  -3.121119
H  3.457132  5.229245  -5.422235
H  5.426254  3.167769  -3.366180
C  5.331482  -1.345188  2.532996
C  4.008079  -2.084332  2.580462
O  3.622287  -2.485156  1.268534
H  5.256054  -0.465080  1.890090
H  5.636939  -1.026804  3.532443
H  6.115371  -1.981787  2.111915
H  3.224269  -1.439454  2.980478
H  4.078848  -2.973725  3.212465
H  4.315338  -3.062232  0.923931
C  -4.716592  -0.684142  5.365861
C  -5.896926  -0.099779  6.115448
O  -6.472734  0.968642  5.372298
H  -3.960176  0.082731  5.184779
H  -4.261310  -1.502475  5.929135
H  -5.028964  -1.061030  4.388329
H  -5.579700  0.296024  7.082036
H  -6.664344  -0.861665  6.289509
H  -6.759461  0.610804  4.521941
C  -0.922363  -2.485402  0.684572
C  -1.659333  -3.237811  -0.407511
O  -1.502021  -2.575429  -1.654294
H  -1.297642  -1.463167  0.765442
H  -1.041502  -2.982752  1.650779
H  0.144632  -2.415608  0.454555
H  -2.727218  -3.286226  -0.184731
H  -1.278770  -4.261633  -0.500906
H  -0.556763  -2.541449  -1.851748
C  4.540703  -6.681374  3.785522
C  3.359782  -6.085014  4.527190
O  2.782552  -5.028534  3.769564
H  5.297076  -5.916950  3.592297
H  4.996118  -7.490327  4.361470
H  4.228600  -7.074580  2.813931
H  3.679048  -5.674496  5.486633
H  2.593150  -6.844110  4.714154
H  2.493521  -5.398435  2.925711

Cartesian forces, eV/Å:
C -0.275 -0.986 -1.004
C -0.187 -0.516 0.209
C -0.273 1.404 0.737
C -2.478 -0.055 0.356
O 2.356 2.082 -0.458
P 1.837 -1.037 0.848
C -1.398 0.034 0.547
C -1.133 0.365 -0.298
C -0.503 0.121 -1.024
C 1.566 -0.538 -0.970
O 1.017 0.077 1.601
C 0.206 -0.446 2.031
C -0.572 0.192 -0.823
O -0.018 1.148 -1.919
C -0.547 0.618 -0.927
C -1.688 -1.914 -1.439
O 1.302 1.426 0.833
O 0.787 -0.827 0.783
O 0.588 -1.011 -0.370
B -0.444 0.768 -0.306
O -1.552 -0.793 0.028
O -0.468 -0.093 1.511
O -0.258 1.853 0.534
C -0.466 -1.200 0.722
P 1.021 0.119 -1.160
O -0.166 -0.433 1.742
O -1.263 2.169 -1.054
S -0.105 -0.329 0.110
H 1.893 -0.732 0.044
H -0.300 0.358 -1.308
H -1.164 -0.393 0.130
H 1.260 -0.205 -0.353
H 0.115 0.231 0.311
H 0.794 -1.051 0.782
H 0.167 -0.664 -1.353
H 0.964 -0.410 0.942
H -0.155 1.170 0.451
H -0.309 0.810 -0.845
H 0.306 -1.461 0.043
H 0.039 0.023 1.306
H -0.154 1.457 0.108
H 0.464 -0.933 1.024
H -1.300 0.032 -0.581
H 0.339 -0.511 -1.400
H -1.290 0.300 0.600
H 0.237 1.543 -0.393
H 0.491 -0.674 0.538
H 0.328 0.377 -0.267
H 0.393 0.608 -0.677
H 0.678 -1.070 -0.445
H 0.122 -0.767 0.522
H -0.651 -0.422 0.260
C 0.016 0.183 -0.024
C 0.433 -0.082 0.000
O -0.265 -0.102 -0.250
H -0.045 -0.027 0.081
H 0.039 -0.024 -0.040
H 0.003 -0.032 0.112
H -0.063 -0.101 -0.194
H -0.078 0.110 0.114
H -0.115 0.136 0.032
C 0.122 -0.100 0.004
C 0.010 -0.089 -0.442
O -0.158 0.158 0.107
H -0.050 -0.036 0.075
H 0.004 0.004 -0.049
H 0.011 -0.036 0.060
H -0.129 0.127 -0.088
H 0.091 -0.095 0.151
H 0.140 0.087 0.098
C -0.037 -0.014 0.163
C 0.425 0.254 -0.143
O -0.270 -0.337 -0.031
H 0.003 -0.082 -0.026
H 0.052 0.022 0.002
H -0.019 -0.043 0.050
H 0.025 0.028 -0.157
H -0.100 -0.112 0.190
H -0.191 0.403 -0.078
C 0.135 -0.048 0.040
C -0.056 -0.093 -0.429
O -0.028 0.059 0.112
H -0.039 -0.028 0.097
H 0.010 -0.002 -0.076
H -0.022 -0.083 0.081
H -0.119 0.112 -0.095
H 0.107 -0.094 0.157
H 0.010 0.164 0.119

HOMO-LUMO gap	7.15	eV
net charge	-1
LUMO energy	0.0705	Eh
HOMO	-5.228	eV

Entry 4:
Below is a 2-piece molecular cluster, C4H6NO2 overall at a distorted geometry, with properties calculated with wB97M-V/def2-TZVPD.

Element x y z (Å)
C  0.202607  0.321593  -1.877928
C  -0.049708  -0.409658  -2.959436
C  0.055690  -1.009454  1.361439
C  -0.031265  -0.022921  2.285255
N  -0.043136  0.968691  -0.858866
O  0.630192  1.854762  -0.094423
O  -0.148965  1.267737  2.186803
H  -0.461233  0.016158  -3.801120
H  -0.229188  -1.423063  -2.762204
H  -0.082787  -0.701643  0.341240
H  0.148405  -1.999524  1.586282
H  -0.084468  -0.399671  3.349460
H  0.093855  1.536995  1.243498

Cartesian forces, eV/Å:
C -1.111 1.333 1.414
C 0.922 -0.051 1.697
C -0.546 3.747 -0.530
C -0.188 -3.241 1.783
N 0.714 0.795 -1.228
O -0.070 -1.023 -0.663
O -0.307 0.601 0.512
H -0.740 0.953 -1.786
H 0.268 -1.580 -0.191
H 0.280 -0.422 -0.223
H 0.186 -2.362 0.933
H 0.269 0.644 -0.754
H 0.324 0.607 -0.964

HOMO-LUMO gap	7.67	eV
energy relative to the best compared isomer or geometry (same formula, charge and spin)	107.2	kcal per mole
net charge	-1
LUMO energy	0.1583	Eh
HOMO	-3.365	eV

Entry 5:
Below is the molecule C4H8O, with properties calculated with wB97M-V/def2-TZVPD.

Element x y z (Å)
C  -1.270237  0.530670  0.386480
C  -0.001370  0.074183  -0.427921
C  0.500085  -1.380602  -0.418808
C  1.003753  0.964231  0.250067
O  1.717096  0.607680  1.156694
H  -1.701251  -0.266641  0.998841
H  -0.996966  1.334978  1.093775
H  -2.041781  0.962892  -0.260741
H  -0.129457  0.391430  -1.471117
H  1.562141  -1.379790  -0.701276
H  -0.018315  -2.032102  -1.131694
H  0.456679  -1.840480  0.570224
H  0.919623  2.033555  -0.044519

Cartesian forces, eV/Å:
C -0.103 -0.083 -0.064
C 0.068 0.098 0.059
C -0.101 -0.038 0.094
C 0.234 0.007 0.313
O 0.012 0.220 -0.511
H 0.117 -0.016 -0.236
H -0.167 -0.317 -0.232
H 0.114 -0.313 0.086
H 0.070 0.066 0.235
H -0.269 0.016 0.025
H -0.111 0.262 0.183
H -0.108 0.125 -0.034
H 0.246 -0.026 0.082

HOMO-LUMO gap	10.71	eV
energy relative to the best compared isomer or geometry (same formula, charge and spin)	14.3	kcal per mole
SMILES	CC(C)C=O
net charge	0
LUMO energy	0.0376	Eh
HOMO	-9.683	eV

Entry 6:
Below is a 5-piece molecular cluster, C6H19NO4 overall at a distorted geometry, with properties calculated with wB97M-V/def2-TZVPD.

Element x y z (Å)
C  1.818420  0.070033  -2.125910
C  0.866196  0.787123  -1.685947
C  0.532259  0.636743  -0.342095
C  1.271280  0.120403  0.693259
C  0.826898  0.166269  2.133809
N  -0.540207  1.335134  0.172370
C  -1.930204  1.403425  -0.406725
H  2.273961  0.312762  -3.047160
H  2.277942  -0.772820  -1.726572
H  0.365015  1.609145  -2.061016
H  2.249429  -0.407768  0.358485
H  -0.191755  -0.436643  2.216980
H  0.799868  1.219414  2.514048
H  1.442766  -0.305201  2.856816
H  -0.556843  1.580880  1.184044
H  -2.285579  2.465225  -0.553319
H  -2.431093  0.544819  0.262307
H  -1.906381  0.927223  -1.373437
O  -1.785521  -3.528160  0.180897
H  -0.949575  -3.743230  0.085016
H  -2.385681  -3.744497  -0.572579
O  -3.267923  -1.548518  -0.871778
H  -3.316330  -0.991470  -1.617327
H  -2.286324  -1.620485  -0.681252
O  1.239894  4.280543  0.142532
H  1.849812  3.685106  0.494048
H  0.708638  3.691106  -0.344071
O  1.730481  -2.577202  1.539942
H  2.208243  -2.176215  2.241755
H  2.270796  -3.300564  1.025549

Cartesian forces, eV/Å:
C 2.309 -0.649 -3.680
C -0.959 0.021 1.611
C -0.769 -0.418 6.359
C 2.300 -1.270 -2.162
C -2.039 -0.476 -0.631
N -2.516 2.647 -0.025
C 1.150 -2.117 1.737
H 0.252 0.242 -1.251
H 0.291 -1.172 1.402
H -0.428 1.521 -1.784
H -1.643 1.201 1.129
H 1.685 1.720 0.051
H -0.592 -0.671 -0.259
H 1.036 -0.661 0.272
H 0.228 -0.651 -1.631
H -0.114 -1.395 0.798
H -0.324 2.787 -1.448
H 0.106 0.032 -0.593
O -7.261 1.794 0.534
H 6.170 -1.946 -1.276
H 1.289 0.103 0.852
O 1.713 -1.044 1.371
H -0.239 1.065 -1.402
H -1.682 -0.092 -0.066
O -0.441 2.164 -0.045
H 1.908 -1.285 1.193
H -1.502 -0.982 -1.088
O 0.123 -2.921 -2.767
H 1.149 0.055 0.705
H -1.200 2.402 2.098

HOMO-LUMO gap	7.72	eV
energy relative to the best compared isomer or geometry (same formula, charge and spin)	124.2	kcal per mole
SMILES	C=C/C(=C/C)NC.O.O.O.O
net charge	0
LUMO energy	0.0138	Eh
HOMO	-7.344	eV

E values, unit eV, following the record order: -7298.674 -21350.279 -83358.900 -9827.033 -6324.546 -16206.045.